Here is a cluster of 4 separate species, C35H74Cl2O13S in total from the OMol25 dataset. Energies are from ωB97M-V/def2-TZVPD.

Structure (XYZ):
```
125
Properties=species:S:1:pos:R:3:lowdin_charge:R:1
C 4.1980 5.4561 0.1835 -0.11
C 2.7070 5.3586 0.5257 -0.26
C 1.8707 4.9207 -0.6739 -0.23
C 0.3511 5.0377 -0.4940 -0.20
C -0.2486 4.4477 0.7946 -0.19
C -0.8061 3.0291 0.6477 -0.18
C 0.2933 2.0840 0.1856 -0.14
C -0.0298 0.5703 0.0785 -0.24
C -1.2194 0.0462 0.9044 -0.07
C -0.8988 -0.1117 2.3923 -0.27
C -2.0060 0.2283 3.3844 -0.13
O -2.8078 1.3346 3.0418 -0.12
C -4.1202 0.9577 2.6850 -0.19
C -4.9832 2.1586 2.3317 -0.19
O -4.6806 3.2677 3.1434 -0.12
C -5.4486 4.4066 2.7998 -0.18
C -4.8236 5.2116 1.6611 -0.19
O -5.7648 6.0951 1.0869 -0.15
C -6.5052 5.5359 0.0191 -0.29
C -7.2761 6.6420 -0.6681 -0.07
O 0.2863 0.6727 2.7085 -0.18
S 1.6432 0.0316 2.1927 0.69
O 1.7614 -1.2631 2.8092 -0.29
O 2.6298 1.0407 2.3693 -0.22
C 1.2773 -0.2109 0.3482 -0.46
O 2.3452 0.4152 -0.2839 -0.15
C 2.6647 0.1224 -1.6420 -0.23
C 1.8628 0.9075 -2.6646 -0.05
C 1.1354 -1.7575 0.1714 -0.54
Cl 0.2337 -2.1269 -1.3548 0.73
C 2.3478 -2.7426 0.3543 -0.69
C 2.6051 -3.7216 -0.7819 -0.18
Cl 3.9066 -1.9664 0.7892 0.71
H 4.4779 6.4648 -0.1263 0.07
H 4.8232 5.1884 1.0367 0.07
H 4.4485 4.7730 -0.6322 0.07
H 2.5793 4.6489 1.3463 0.10
H 2.3325 6.3209 0.8921 0.11
H 2.1520 3.8970 -0.9428 0.09
H 2.1491 5.5421 -1.5337 0.11
H -0.1369 4.5566 -1.3514 0.11
H 0.0823 6.0972 -0.5573 0.11
H -1.0472 5.1005 1.1446 0.10
H 0.4941 4.4292 1.5969 0.11
H -1.6373 3.0327 -0.0734 0.12
H -1.2173 2.7140 1.6070 0.10
H 0.6031 2.4021 -0.8117 0.09
H 1.1685 2.2403 0.8182 0.11
H -0.2872 0.3855 -0.9646 0.10
H -2.0748 0.7022 0.7425 0.11
H -1.5065 -0.9387 0.5255 0.11
H -0.6371 -1.1477 2.6150 0.10
H -1.5460 0.4137 4.3591 0.15
H -2.6238 -0.6700 3.4964 0.12
H -4.0855 0.2948 1.8072 0.13
H -4.5801 0.3888 3.5040 0.13
H -6.0307 1.8742 2.5070 0.13
H -4.8737 2.4048 1.2667 0.12
H -5.5021 5.0276 3.6951 0.13
H -6.4732 4.1175 2.5307 0.12
H -4.0099 5.8227 2.0484 0.13
H -4.4086 4.5385 0.8991 0.11
H -7.1962 4.7686 0.3968 0.12
H -5.8173 5.0465 -0.6840 0.12
H -6.6065 7.4814 -0.8619 0.08
H -7.6754 6.2893 -1.6206 0.07
H -8.1039 6.9933 -0.0518 0.08
H 3.7200 0.3842 -1.7266 0.13
H 2.5950 -0.9471 -1.8393 0.08
H 0.8393 0.5485 -2.7687 0.06
H 2.3549 0.7868 -3.6343 0.07
H 1.8748 1.9734 -2.4336 0.07
H 0.4256 -2.0503 0.9393 0.08
H 2.0931 -3.3241 1.2370 0.09
H 3.4995 -4.2885 -0.5221 0.07
H 1.7838 -4.4320 -0.8791 0.06
H 2.7905 -3.2283 -1.7343 0.06
C -0.5369 -4.3282 7.4888 -0.11
O -1.4388 -5.0953 6.7119 -0.19
C -2.6720 -4.4490 6.4599 -0.21
C -2.7215 -3.8350 5.0774 -0.20
O -1.7794 -2.7880 4.9237 -0.20
C -0.5930 -3.1737 4.2549 -0.11
H 0.4299 -4.8260 7.4443 0.09
H -0.4340 -3.3116 7.1022 0.08
H -0.8626 -4.2816 8.5335 0.09
H -2.8614 -3.6764 7.2129 0.13
H -3.4635 -5.2002 6.5398 0.13
H -3.7179 -3.4126 4.9142 0.12
H -2.5542 -4.6118 4.3231 0.13
H -0.7802 -3.3080 3.1806 0.09
H -0.1864 -4.1070 4.6510 0.09
H 0.1406 -2.3810 4.3881 0.08
C 1.5357 -7.9436 -0.1156 -0.11
O 1.6198 -7.3589 -1.4018 -0.20
C 1.8378 -8.2944 -2.4436 -0.20
C 0.5630 -8.6246 -3.1884 -0.21
O -0.3828 -9.2816 -2.3645 -0.19
C -1.3988 -8.4315 -1.8690 -0.11
H 1.1516 -7.1818 0.5615 0.09
H 0.8603 -8.8022 -0.1072 0.08
H 2.5230 -8.2616 0.2363 0.09
H 2.2821 -9.2123 -2.0446 0.13
H 2.5511 -7.8507 -3.1445 0.13
H 0.8036 -9.2957 -4.0181 0.13
H 0.1331 -7.7085 -3.6078 0.13
H -2.1043 -8.1596 -2.6618 0.09
H -0.9844 -7.5187 -1.4339 0.08
H -1.9338 -8.9839 -1.0984 0.09
C 3.6839 3.7640 -6.3529 -0.11
O 3.5384 2.4531 -5.8393 -0.20
C 3.2798 1.4748 -6.8303 -0.21
C 4.5203 0.6876 -7.1926 -0.21
O 5.5091 1.4979 -7.8000 -0.19
C 6.5406 1.9000 -6.9186 -0.11
H 4.0909 4.3800 -5.5530 0.09
H 4.3652 3.7878 -7.2066 0.08
H 2.7152 4.1753 -6.6568 0.09
H 2.8620 1.9417 -7.7285 0.13
H 2.5299 0.7850 -6.4296 0.12
H 4.2454 -0.0936 -7.9076 0.13
H 4.9223 0.2004 -6.2974 0.13
H 7.2050 1.0612 -6.6842 0.09
H 6.1396 2.3071 -5.9874 0.08
H 7.1162 2.6713 -7.4273 0.09
```

Summary:
* DFT total energy: -99986.99208 eV
* Kohn-Sham gap: 9.635 eV
* SMILES: CCCCCCC[C@@H]1C[C@H](COCCOCCOCC)OS(=O)(=O)[C@@]1(OCC)[C@@H](Cl)[C@@H](C)Cl.COCCOC.COCCOC.COCCOC
* HOMO level: -9.373 eV